A cluster of 3 separate species, C28H59BrIN6O2 in total in a non-equilibrium geometry. Source: the OMol25 dataset; level of theory: the ωB97M-V functional and the def2-TZVPD basis.

Each line ends with the Mulliken charge.
Cartesian coordinates (Å):
C (2.071, -2.033, -2.192)  -0.5796
H (4.164, -3.608, 7.117)  0.3995
H (1.582, -1.350, -2.885)  0.2306
H (5.155, -4.946, 3.647)  0.3185
C (-1.428, 7.813, 0.822)  -0.6991
H (-1.360, 6.390, 2.485)  0.2194
H (2.604, -4.221, 2.145)  0.1701
I (-3.834, 2.159, -1.806)  0.1153
H (-1.671, -2.612, -1.749)  0.0246
H (-2.518, 7.865, 0.900)  0.3470
H (-0.212, -4.613, -2.072)  0.3924
H (1.682, 6.825, -2.358)  0.4317
H (4.758, -2.683, 5.744)  0.2771
H (4.082, -1.792, 3.754)  0.2212
C (-2.857, -1.898, -3.467)  -1.5168
H (-1.712, 5.566, -1.641)  0.3147
H (1.475, -1.782, 2.145)  0.2458
C (-1.174, 4.606, 0.196)  -0.3108
N (-3.479, -3.099, 1.318)  -0.4446
H (4.520, 1.036, -0.105)  0.3545
H (-1.100, 8.848, 0.690)  0.4113
H (1.121, -4.418, -3.210)  0.4715
C (-0.380, 1.400, -2.731)  -1.5631
H (4.789, -5.074, 1.938)  0.3780
H (-1.565, 3.685, -0.243)  -0.1961
C (-0.857, 7.296, 2.148)  -0.9597
C (-3.519, -0.842, -2.549)  1.7143
C (1.039, -2.968, -1.583)  0.1579
H (-4.268, -3.736, 1.329)  0.2179
C (0.627, 6.661, -2.133)  -1.2798
H (-2.790, -3.400, 1.996)  0.2423
H (0.430, 1.662, -2.052)  0.3798
H (2.747, -5.340, 3.458)  0.3692
H (3.079, -2.151, 1.494)  0.0692
N (2.646, -3.348, 4.023)  0.0973
C (4.225, -3.591, 6.027)  -0.9780
H (-3.618, -2.450, -4.016)  0.4730
H (-2.797, 5.923, -0.341)  0.3703
C (4.485, 0.012, -0.478)  -0.6634
O (3.181, 0.412, -2.442)  -0.5611
H (0.090, 0.905, -3.581)  0.3833
N (-1.092, 7.096, -0.396)  0.1409
H (-0.195, -2.124, -3.757)  0.2431
C (4.618, -4.469, 2.830)  -0.9359
H (-1.468, 4.613, 1.244)  0.2800
H (2.514, -1.318, 4.385)  0.4585
H (-1.460, 0.783, -1.005)  0.3128
H (0.035, 7.211, -2.865)  0.3326
H (-0.979, -0.565, -2.026)  -0.9701
H (0.295, -2.380, -1.037)  -0.0323
H (-4.294, -1.621, 2.651)  0.2939
H (-0.821, -3.665, -4.429)  0.4344
C (3.418, -0.256, -1.470)  0.7949
C (-3.942, -1.752, 1.629)  -0.6585
H (-2.430, -3.880, -2.688)  0.6633
H (-2.725, -1.240, -0.574)  0.1840
H (-2.283, -1.354, -4.219)  0.4487
H (-3.095, -1.080, 1.465)  0.3923
N (-5.011, -1.394, 0.702)  -0.2270
C (-2.777, 0.503, -2.681)  -1.5783
H (2.187, -2.931, 5.990)  0.4126
C (-1.372, 0.455, -2.044)  1.1987
H (-1.005, 8.049, 2.924)  0.3984
H (-2.649, 0.740, -3.736)  0.7580
H (2.732, -0.541, 2.097)  0.5039
H (-6.320, -1.661, -1.548)  0.3410
H (6.074, -1.397, -0.681)  0.2973
C (0.379, -3.876, -2.624)  -1.1718
H (0.213, 7.098, 2.085)  0.2749
N (-5.741, -0.823, -1.490)  -0.4264
C (5.390, -0.888, -0.005)  -0.5996
C (2.811, -3.640, 5.437)  -0.7010
C (3.000, -1.986, 3.669)  -0.4337
H (5.438, -1.138, 1.052)  0.2140
H (-5.408, -1.544, -3.426)  0.5143
C (0.323, 7.139, -0.721)  -0.3363
H (-0.085, 4.553, 0.144)  0.2489
H (4.822, -4.451, 5.730)  0.2266
H (0.432, 5.595, -2.259)  0.1540
H (-5.356, 0.175, -3.342)  0.4037
H (5.065, -3.490, 2.650)  0.1665
N (-3.566, -1.201, -1.127)  0.3881
C (2.545, -1.602, 2.270)  -1.0781
H (0.650, 8.178, -0.635)  0.4708
C (3.111, -4.372, 3.103)  -0.5347
H (1.531, -3.592, -0.832)  0.2437
H (-0.881, 2.310, -3.060)  0.3772
C (-4.757, -1.154, -0.577)  0.5359
H (2.817, -2.641, -2.707)  0.3344
C (-0.610, -3.105, -3.518)  -0.6044
C (-1.935, -2.911, -2.763)  -0.2738
Br (-6.751, -1.278, 1.301)  0.1107
C (-5.048, -0.721, -2.809)  -1.7506
C (-1.735, 5.810, -0.574)  -0.8712
O (2.663, -1.315, -1.104)  -0.0266
H (0.937, 6.561, -0.012)  0.2496
H (2.376, -4.623, 5.638)  0.3622

Properties
**Orbital gap**: 6.18 eV
**Total charge**: +1
**E_LUMO**: -3.40 eV

A cluster of 2 separate species, C3H10N2 in total in a non-equilibrium geometry. Source: the OMol25 dataset; level of theory: the ωB97M-V functional and the def2-TZVPD basis.

Each line ends with the Löwdin spin population.
Cartesian coordinates (Å):
N (-0.985, -0.045, -3.621)  0.3377
C (-2.234, -0.595, -3.229)  0.1357
H (3.236, 0.030, 6.781)  0.0000
H (-2.946, -1.671, -4.862)  0.0101
H (-0.451, 0.300, -2.820)  0.0142
H (-2.693, -0.087, -2.366)  0.0267
H (-2.051, -1.629, -2.824)  0.0815
H (-1.250, 0.793, -4.154)  0.0106
N (-3.048, -0.772, -4.380)  0.3763
C (2.870, 0.534, 5.890)  0.0000
H (-4.041, -0.559, -4.277)  0.0072
C (3.697, 1.053, 4.979)  0.0000
H (4.708, 1.316, 5.247)  0.0000
H (1.827, 0.324, 5.686)  0.0000
H (3.362, 1.008, 3.950)  0.0000

Properties
**Energy relative to the best compared isomer or geometry (same formula, charge and spin)**: 56.7 kcal per mole
**2S+1**: 2
**Orbital gap (spin up / spin down)**: 7.66 / 1.81 eV
**Total charge**: +1
**⟨S²⟩**: 0.7559
**E_LUMO (spin up / spin down)**: -3.59 / -9.44 eV

A cluster of 14 separate species, C79H171N20O17P5 in total in a non-equilibrium geometry. Source: the OMol25 dataset; level of theory: the ωB97M-V functional and the def2-TZVPD basis.

Each line ends with the Mulliken charge.
Cartesian coordinates (Å):
P (17.417, 22.278, 25.057)  -0.3952
C (15.830, 18.033, 17.688)  0.7371
N (18.236, 20.068, 18.184)  1.6720
C (22.095, 18.167, 25.251)  -0.0892
C (16.989, 20.770, 21.039)  0.7383
H (16.327, 17.192, 11.217)  0.5506
H (20.881, 22.567, 24.683)  0.1158
C (15.460, 15.997, 14.838)  0.5457
O (11.495, 13.950, 26.255)  -0.3743
C (12.695, 15.594, 17.347)  -0.5996
H (24.555, 23.861, 17.175)  0.3543
H (17.827, 21.828, 16.987)  0.5672
H (10.450, 12.918, 24.952)  0.4514
C (13.208, 24.712, 16.476)  -1.0942
C (18.350, 15.205, 22.171)  -0.3747
H (16.553, 19.847, 26.113)  0.0979
H (12.195, 14.176, 23.747)  0.0872
H (17.453, 26.012, 18.169)  -0.6318
H (15.297, 18.895, 20.892)  -0.2555
H (23.586, 22.563, 16.419)  0.2647
C (8.719, 21.359, 17.565)  -1.0380
H (18.579, 13.258, 24.155)  0.2849
H (10.884, 23.743, 24.333)  0.4734
C (14.834, 16.377, 24.485)  -0.5330
H (15.405, 14.790, 22.330)  -0.0599
O (14.339, 24.488, 21.133)  -0.3731
H (23.057, 16.634, 18.236)  0.5025
H (12.679, 22.565, 22.169)  -0.0676
H (21.170, 13.962, 19.142)  0.6069
H (10.340, 25.899, 27.077)  0.3686
N (13.763, 15.026, 17.897)  -0.1291
C (15.658, 25.710, 13.144)  -1.1919
H (24.154, 21.409, 21.306)  0.4092
N (16.461, 21.994, 26.367)  0.7214
H (14.160, 20.379, 18.662)  -0.2475
H (15.354, 20.487, 27.234)  0.3582
H (12.197, 22.208, 13.058)  0.4454
H (15.529, 26.181, 14.133)  0.3488
H (19.686, 14.937, 17.959)  0.3433
H (16.401, 12.089, 15.126)  0.2520
H (16.049, 16.947, 17.557)  -0.2837
H (19.884, 25.956, 21.505)  -0.1266
H (12.566, 20.044, 21.815)  -0.0264
H (19.553, 11.252, 19.067)  0.2839
C (12.301, 13.099, 24.002)  0.0916
H (15.675, 17.153, 20.360)  -0.0425
H (15.653, 21.987, 15.392)  0.0712
C (20.038, 22.027, 25.167)  -0.6920
H (16.958, 12.056, 13.488)  0.2908
C (21.224, 19.462, 14.940)  -0.2612
C (19.066, 18.779, 15.546)  0.1852
O (17.476, 21.053, 24.243)  -0.5167
C (23.068, 16.807, 19.298)  -0.9918
C (12.199, 23.495, 21.936)  -0.5291
H (18.142, 24.408, 26.423)  0.2122
C (12.114, 25.086, 25.297)  -0.5454
N (16.690, 23.468, 24.257)  0.6774
H (20.029, 27.337, 20.375)  0.3353
H (16.297, 24.738, 20.417)  -0.4979
H (13.750, 16.509, 24.662)  0.3187
C (12.438, 13.645, 27.261)  -0.6203
H (17.291, 25.284, 23.338)  0.2106
C (23.087, 23.248, 21.271)  -0.4782
H (13.608, 16.374, 10.971)  0.3319
C (16.359, 20.632, 26.870)  -0.9682
H (7.842, 21.675, 18.090)  0.3310
C (15.666, 23.541, 12.035)  -1.0073
N (17.803, 19.592, 20.719)  1.3538
C (17.335, 24.179, 23.184)  -0.4345
H (14.846, 15.737, 13.958)  0.6495
H (9.452, 18.309, 18.814)  0.2887
N (18.363, 13.711, 22.110)  1.3674
H (17.593, 16.408, 13.117)  0.3006
N (18.273, 11.526, 20.727)  0.1628
C (21.932, 23.869, 21.573)  -0.6821
H (21.884, 24.934, 21.689)  0.5477
H (12.854, 19.897, 16.300)  -0.5981
H (14.899, 22.824, 27.419)  0.4144
C (14.588, 13.082, 23.154)  -0.7848
H (11.612, 11.975, 25.735)  0.3924
H (12.339, 25.046, 15.943)  0.4189
O (16.260, 17.131, 14.514)  -0.1276
H (9.929, 18.910, 21.875)  0.4090
H (12.449, 18.540, 17.264)  -0.4100
P (10.820, 20.712, 19.102)  -0.0225
C (22.004, 21.227, 21.634)  -0.6000
C (14.688, 14.552, 23.120)  1.5926
H (19.342, 15.496, 22.674)  -0.3538
H (19.153, 16.940, 16.778)  0.1900
C (21.515, 23.241, 17.972)  -0.6475
O (22.709, 23.944, 17.719)  -0.4371
C (18.846, 14.419, 18.462)  -1.2208
C (13.722, 17.468, 11.195)  -0.9184
H (16.460, 23.160, 28.136)  0.2600
H (14.863, 22.933, 25.016)  0.2731
H (15.726, 23.426, 16.696)  -0.3408
H (17.673, 9.778, 21.558)  0.4770
H (17.559, 15.558, 22.859)  0.0876
H (19.216, 26.641, 16.834)  0.4855
H (19.198, 12.019, 23.085)  0.4726
H (20.192, 20.655, 17.553)  0.5799
C (12.947, 21.514, 13.334)  -1.0757
P (14.044, 23.919, 14.095)  0.4348
C (22.591, 18.600, 26.460)  -0.3922
C (12.988, 24.298, 20.781)  -0.3389
H (20.414, 17.430, 24.155)  0.4097
H (10.260, 20.667, 22.084)  0.1143
C (16.983, 12.701, 14.345)  -0.7065
H (14.393, 17.989, 19.679)  -0.2087
H (18.041, 12.972, 14.599)  0.2541
H (16.447, 24.502, 15.483)  0.3322
H (11.163, 25.100, 28.392)  0.2315
H (15.221, 16.944, 23.612)  0.0695
C (24.256, 17.163, 19.898)  -0.5554
H (23.656, 18.900, 26.552)  0.3364
H (15.753, 25.237, 16.937)  0.3329
C (13.831, 15.082, 19.241)  -0.9421
H (14.991, 25.179, 19.312)  0.4103
H (17.615, 21.540, 21.578)  -1.0325
H (17.232, 11.174, 22.521)  0.2615
H (12.545, 14.500, 27.983)  0.2407
H (11.850, 12.471, 23.254)  0.3532
H (15.634, 14.297, 16.055)  0.4908
H (14.295, 12.834, 22.149)  0.3133
C (19.688, 20.284, 18.402)  -1.7057
C (16.802, 17.157, 13.223)  -0.6480
N (19.221, 13.607, 19.600)  0.8048
C (15.300, 24.458, 20.073)  0.3911
H (15.501, 12.585, 23.353)  0.2167
H (13.517, 25.390, 17.249)  0.4291
H (13.573, 21.760, 17.598)  -0.5437
H (22.045, 20.142, 21.642)  0.3148
H (16.752, 23.425, 11.890)  0.2879
H (19.924, 21.386, 21.895)  0.2627
H (21.008, 24.864, 19.116)  0.6385
H (18.009, 18.911, 15.514)  0.6595
N (16.146, 18.657, 18.923)  1.4780
H (23.962, 23.889, 20.927)  0.2621
P (18.077, 13.114, 20.636)  -0.4724
H (13.712, 14.995, 22.802)  -0.5558
H (12.837, 23.766, 16.998)  0.2014
C (20.813, 21.911, 21.784)  0.2846
N (21.087, 17.515, 16.217)  -0.4063
N (9.406, 20.321, 18.376)  0.6385
H (20.434, 26.856, 18.100)  0.2905
C (15.822, 16.935, 12.107)  -0.9806
C (18.620, 10.874, 19.510)  -1.0459
H (16.799, 24.078, 22.279)  -0.2994
H (17.871, 10.913, 18.777)  0.3345
O (16.799, 13.575, 20.148)  -0.6050
C (20.657, 13.526, 19.969)  -1.2907
C (9.984, 19.835, 21.414)  -1.2324
H (15.337, 23.445, 19.644)  0.1126
H (18.852, 17.760, 26.046)  0.4622
O (16.251, 13.891, 14.086)  -0.4188
C (19.611, 26.244, 17.741)  -0.6414
O (19.938, 24.918, 17.460)  -0.3979
H (21.842, 20.136, 14.314)  0.3821
C (18.399, 18.876, 21.849)  -0.0922
H (15.663, 21.189, 13.862)  0.4056
O (11.758, 24.630, 26.514)  -0.3229
O (14.638, 17.720, 12.272)  -0.0182
N (12.143, 20.451, 18.153)  1.1044
C (24.256, 17.460, 21.293)  -0.4250
C (11.664, 16.151, 18.057)  -0.6645
C (15.377, 18.170, 20.059)  -0.0988
H (18.524, 19.555, 22.693)  -0.5013
H (20.420, 21.712, 26.183)  0.2759
H (13.365, 20.973, 12.489)  0.3603
H (21.178, 17.114, 22.109)  0.5882
H (14.110, 17.878, 10.285)  0.3457
C (15.951, 23.030, 27.177)  -1.3775
C (15.650, 24.403, 16.187)  -0.6112
H (20.082, 13.604, 23.327)  0.1959
H (18.296, 13.864, 17.753)  0.5778
H (15.038, 22.608, 23.289)  0.2373
C (17.294, 10.818, 21.489)  -1.0287
H (14.738, 14.530, 19.618)  0.5893
H (13.015, 15.580, 21.126)  0.3677
H (13.458, 13.445, 26.813)  0.2035
H (16.122, 20.552, 21.718)  0.0863
H (18.715, 9.812, 19.775)  0.3881
H (21.021, 12.521, 20.077)  0.3912
H (16.464, 21.130, 17.820)  -0.7236
O (13.630, 12.712, 24.202)  -0.3767
H (19.741, 18.803, 28.147)  0.3881
C (12.107, 19.545, 17.027)  0.0926
H (19.816, 20.929, 19.252)  0.5113
H (12.806, 17.906, 11.510)  0.2176
H (19.716, 21.132, 24.682)  -0.1604
H (22.812, 17.950, 24.441)  0.3639
H (8.567, 18.691, 17.385)  0.3429
C (12.905, 15.664, 20.044)  0.3039
N (23.212, 17.486, 22.089)  -0.0529
H (11.435, 25.918, 24.940)  0.3954
H (14.793, 18.128, 17.367)  -0.1910
C (15.045, 21.457, 14.702)  -0.9685
H (25.257, 17.685, 21.731)  0.3339
H (18.173, 15.637, 21.189)  -0.1222
H (9.056, 20.023, 20.851)  0.4154
C (11.960, 23.925, 24.314)  -0.4186
H (10.815, 16.483, 17.540)  0.5640
H (14.943, 26.112, 12.417)  0.3724
N (21.742, 18.805, 27.478)  -0.6177
N (18.940, 22.854, 25.443)  1.2068
H (12.484, 23.025, 24.658)  0.1866
O (12.334, 24.448, 23.040)  -0.3606
H (15.213, 24.028, 11.177)  0.2661
H (16.677, 25.894, 12.769)  0.3638
H (12.197, 18.401, 21.390)  0.6155
H (24.105, 22.296, 18.052)  0.1904
H (19.346, 18.440, 21.561)  0.3417
C (15.273, 23.298, 24.062)  -1.3687
H (20.908, 14.119, 20.864)  0.1389
H (16.475, 21.236, 20.205)  -0.0116
C (23.779, 23.137, 17.336)  -0.7431
H (9.475, 22.184, 17.354)  0.2065
H (17.149, 14.993, 15.572)  -0.1302
H (18.716, 27.219, 21.569)  0.3842
C (19.136, 13.092, 23.192)  -1.1713
H (15.395, 16.862, 25.297)  0.2454
H (12.512, 25.236, 20.724)  0.4860
H (12.475, 20.658, 13.852)  0.1227
H (11.159, 19.512, 16.504)  0.5983
H (12.565, 15.600, 16.291)  0.4519
H (19.555, 20.608, 14.473)  0.4737
C (19.154, 23.961, 26.250)  -1.0655
H (15.190, 22.581, 12.132)  0.2877
H (19.732, 23.791, 27.185)  0.2578
H (14.635, 20.566, 15.215)  -0.0253
O (12.877, 24.520, 13.411)  -0.8977
C (19.889, 18.074, 26.144)  -0.4462
N (15.466, 24.276, 13.300)  0.2919
C (19.704, 17.709, 16.169)  -0.1798
H (12.865, 23.725, 19.888)  0.0730
C (23.172, 21.892, 21.451)  -0.6819
H (12.151, 12.743, 27.772)  0.3368
N (13.922, 22.244, 14.185)  0.8580
C (11.827, 16.333, 19.428)  -0.4423
H (20.209, 19.380, 18.609)  0.2660
C (19.895, 19.681, 14.920)  -0.9523
C (13.380, 21.118, 18.432)  0.4986
H (16.967, 20.505, 27.758)  0.3032
H (19.673, 23.673, 19.002)  0.0548
N (14.367, 24.583, 15.550)  0.3603
H (17.268, 18.121, 13.146)  0.4407
H (13.113, 25.611, 25.311)  0.2717
H (11.052, 16.732, 20.036)  0.6540
H (15.613, 15.835, 11.989)  0.4040
O (15.168, 15.052, 24.338)  -0.5522
H (19.743, 24.707, 25.704)  0.3206
H (16.273, 10.778, 21.051)  0.2188
C (20.435, 18.566, 27.358)  -0.3563
C (21.908, 16.768, 20.129)  0.1774
H (14.794, 24.232, 23.770)  0.5116
H (14.779, 16.212, 15.677)  -1.1667
H (11.947, 26.492, 27.366)  0.3123
H (8.433, 20.918, 16.619)  0.3740
O (10.719, 22.142, 19.440)  -1.0157
C (18.364, 26.373, 18.663)  0.3423
H (16.029, 23.975, 26.718)  0.4672
H (25.187, 17.262, 19.293)  0.3678
N (20.762, 23.224, 21.788)  0.3149
C (11.487, 12.938, 25.238)  -0.9867
N (11.000, 19.670, 20.337)  1.3624
C (19.275, 26.673, 20.859)  -0.6128
H (11.164, 23.349, 21.628)  0.7378
H (13.024, 19.438, 20.233)  -0.6149
P (17.728, 18.915, 19.216)  -1.5453
H (13.219, 21.655, 19.380)  -0.3231
C (22.049, 17.137, 21.467)  -0.8883
H (18.360, 23.883, 23.021)  0.2961
C (16.157, 14.760, 15.181)  -0.0442
H (20.944, 16.523, 19.681)  0.8352
O (18.463, 25.846, 20.009)  0.0201
C (20.751, 17.850, 25.095)  0.0090
C (8.850, 19.052, 18.426)  -1.2025
H (22.900, 18.179, 15.554)  0.4555
H (17.481, 21.985, 18.748)  -0.0143
C (17.556, 21.293, 17.932)  -0.4779
H (17.846, 18.053, 22.284)  -0.3300
C (11.281, 25.604, 27.406)  -0.8207
O (18.682, 17.792, 19.202)  -0.2849
C (20.476, 24.170, 18.485)  -0.2554
H (21.530, 22.408, 18.650)  0.2413
H (16.427, 18.447, 16.838)  -0.3063
H (7.847, 19.054, 18.944)  0.3290
C (21.851, 18.389, 15.533)  -0.6450
H (18.227, 15.258, 18.892)  0.0693
H (18.211, 27.448, 18.735)  0.5161
H (21.110, 22.945, 16.981)  0.5560
C (12.209, 19.391, 20.950)  -0.4800

Properties
**Orbital gap**: 8.66 eV
**E_LUMO**: 0.45 eV